(1)
14
Properties=species:S:1:pos:R:3:forces:R:3:nbo_charge:R:1 method="wB97M-V/def2-TZVPD" multiplicity=1 orbital_gap_ev=11.366 smiles=C[C@@](Cl)(CF)CCl
C 1.36677 -0.82892 -0.25152 0.769 -1.238 -1.539 -0.67
C 0.30506 0.03813 0.24176 -2.477 0.004 0.629 -0.01
C 0.03797 1.15960 -0.79889 -1.064 2.325 0.483 -0.40
C 0.35456 0.62129 1.73829 -2.350 -2.438 -1.558 0.00
H 1.05015 -1.53900 -1.14345 0.469 1.432 2.102 0.26
H 1.60504 -1.35964 0.67023 1.066 -0.642 -0.604 0.24
H 2.13607 -0.14019 -0.68411 0.015 -0.936 0.690 0.22
H -0.85265 1.88906 -0.51350 1.724 -1.788 -0.723 0.24
H 0.95426 1.79720 -0.90729 -0.734 -0.512 0.912 0.23
H -0.71970 0.84756 1.75766 0.864 2.234 0.452 0.22
H 1.20970 1.21153 1.73728 1.170 1.598 1.275 0.18
F 0.29439 -0.36835 2.77040 1.807 0.939 -1.007 -0.36
Cl -1.12370 -1.04883 0.73078 -0.809 -0.591 -2.191 -0.09
Cl -0.07739 0.73519 -2.57950 -0.451 -0.388 1.078 -0.06


(2)
14
Properties=species:S:1:pos:R:3:forces:R:3:nbo_charge:R:1 method="wB97M-V/def2-TZVPD" multiplicity=1 orbital_gap_ev=10.077 smiles="C=C[C@@H](C)P(Cl)Cl"
C -1.31773 1.80633 0.25284 1.363 -1.100 0.145 -0.39
C -0.65413 0.85455 -0.43159 -1.575 1.112 -0.134 -0.18
C -0.35569 -1.56196 -0.16437 3.477 -2.210 0.809 -0.61
C 0.16990 -0.20645 0.18200 -0.309 1.179 -1.219 -0.60
P 1.83110 -0.14684 -0.62981 -1.137 -0.220 -0.878 0.84
Cl 2.47297 1.60167 0.04867 0.703 1.297 0.597 -0.27
Cl 2.75427 -1.48342 0.53724 0.858 -0.776 0.855 -0.29
H -1.97798 2.45579 -0.29710 -0.118 0.325 0.322 0.21
H -1.11680 1.90119 1.34852 -0.533 0.147 -1.058 0.20
H -0.85965 0.75757 -1.50753 0.192 0.079 0.312 0.20
H -0.24634 -2.08413 0.78145 -0.805 -0.579 0.068 0.23
H 0.46442 -2.11258 -0.72559 -1.239 0.338 -0.076 0.20
H -1.27288 -1.72112 -0.63086 -1.567 0.204 -0.629 0.23
H 0.10855 -0.06059 1.23614 0.691 0.205 0.885 0.23


(3)
16
Properties=species:S:1:pos:R:3:forces:R:3:nbo_charge:R:1 method="wB97M-V/def2-TZVPD" multiplicity=1 orbital_gap_ev="6.586 / 6.920"
C 0.37510 -2.14495 2.48261 -1.420 -0.377 1.863 -0.17
C 0.74606 -1.65940 1.43555 0.837 -0.118 -0.135 -0.56
C 1.07338 -1.57820 -1.68894 -0.397 -1.661 2.423 -1.11
C -2.15095 1.62468 -0.06066 -0.990 0.197 -0.905 -1.19
Si 1.62964 -0.87226 -0.00351 -1.973 0.251 -0.169 1.23
Si -0.40921 2.18522 0.25290 0.577 -0.450 0.792 1.15
Cl 3.63152 -1.03744 0.14101 0.610 0.055 0.291 -0.35
Cl -0.35922 3.59477 1.78382 0.073 -0.377 0.033 -0.40
Cl 0.26259 3.23937 -1.35431 0.149 0.228 -0.604 -0.40
H -0.11725 -2.49578 3.46700 1.298 0.723 -2.360 0.26
H 1.80272 -2.06684 -2.28587 1.151 0.530 -0.784 0.26
H 0.46858 -2.48707 -1.46357 -0.246 0.798 0.227 0.25
H 0.46604 -0.84688 -2.13191 -0.659 0.769 -1.152 0.24
H -2.37388 0.66428 0.46872 0.228 0.660 -0.790 0.26
H -3.01467 2.34962 0.16121 1.524 -0.825 -0.318 0.27
H -2.03044 1.53086 -1.20402 -0.762 -0.401 1.587 0.25


(4)
14
Properties=species:S:1:pos:R:3:forces:R:3:nbo_charge:R:1 method="wB97M-V/def2-TZVPD" multiplicity=1 orbital_gap_ev=10.521
C 0.47629 0.33921 -0.40609 -2.705 -1.588 -0.529 0.21
C -1.77105 0.81340 0.92571 -0.996 -3.747 -2.848 -0.64
C 2.10834 -1.42868 -0.22502 0.186 -0.671 -0.905 -0.46
C -1.14887 0.65710 -0.51452 1.482 -0.183 -0.646 0.19
N 0.86662 -0.84292 -0.59176 -1.713 1.957 -1.219 -0.41
F -1.66401 -0.40458 -1.24270 -0.286 -0.196 0.747 -0.36
Cl 1.34669 1.71243 0.17386 0.709 0.457 0.305 -0.05
H -1.79830 -0.15815 1.51306 0.368 1.114 -0.879 0.23
H -1.24445 1.53138 1.39952 1.543 2.387 1.793 0.22
H -2.78706 1.09866 0.73805 -0.611 0.353 0.265 0.22
H 2.80249 -1.80793 -1.06522 -1.235 1.177 0.859 0.22
H 1.67535 -2.39438 0.14356 1.406 0.753 0.967 0.24
H 2.56056 -0.62599 0.37642 0.881 -1.338 0.599 0.20
H -1.42259 1.51044 -1.22488 0.969 -0.474 1.491 0.18


(5)
15
Properties=species:S:1:pos:R:3:forces:R:3:nbo_charge:R:1 method="wB97M-V/def2-TZVPD" multiplicity=1 orbital_gap_ev=9.236
C -0.97163 -0.40266 -0.78185 0.981 1.626 0.980 -0.26
C 0.29898 0.43447 -1.26216 -2.090 -0.206 1.399 -0.12
C 0.99279 0.95840 -0.27223 1.212 0.175 0.075 0.36
C 0.76376 0.88242 1.18988 -1.849 3.263 2.503 -0.64
H 0.20600 -2.08041 -0.65159 -2.350 0.085 1.654 0.38
H -1.68055 -2.32486 -0.44230 4.393 1.479 1.641 0.37
H -1.58396 0.23562 -0.05969 1.074 -0.687 -0.639 0.20
H -1.59881 -0.39050 -1.63939 -0.606 -1.107 -0.901 0.20
H -0.37916 1.33458 1.36333 2.367 -2.264 -0.341 0.25
H 1.15178 1.89474 1.68607 0.357 -2.417 -1.110 0.27
H -0.31225 -1.36106 2.07394 3.934 1.528 0.210 0.23
N -0.64871 -1.74718 -0.02989 -2.789 -0.473 -5.115 -0.83
F 1.95089 1.81049 -0.68306 0.670 0.362 1.254 -0.33
S 1.28909 -0.62978 2.24862 -4.375 0.154 -1.329 -0.09
Cl 0.52178 1.38573 -2.73969 -0.928 -1.518 -0.282 0.01


(6)
14
Properties=species:S:1:pos:R:3:forces:R:3:nbo_charge:R:1 method="wB97M-V/def2-TZVPD" multiplicity=1 orbital_gap_ev="6.236 / 7.442"
C -0.32014 1.32399 -0.87144 1.939 -1.378 1.147 0.63
C -1.05979 0.13351 -0.52061 0.006 1.508 2.914 -0.56
C -0.73551 -0.52982 0.85499 1.184 0.146 -0.992 -0.38
C 0.68649 -1.00807 0.81159 1.535 -2.662 -0.007 -0.28
N -0.10678 2.31857 -1.46389 -0.178 1.042 -0.081 -0.58
N 1.64952 -0.02265 0.38528 -0.800 0.659 -0.807 -0.59
Cl 2.51900 -0.61583 -1.05739 -0.421 0.240 0.499 -0.03
H -2.05071 0.50883 -0.38350 -1.299 -0.454 -0.907 0.26
H -0.75960 -0.62029 -1.15570 -0.294 -1.506 -2.268 0.28
H -0.69420 0.12913 1.66331 -0.917 1.516 1.173 0.21
H -1.35758 -1.38646 1.07773 -0.572 0.078 -0.159 0.22
H 0.92495 -1.34568 1.88503 -0.129 0.364 -1.234 0.19
H 0.72889 -1.96261 0.17393 0.056 1.152 0.778 0.18
H 0.57545 3.07736 -1.39934 -0.112 -0.705 -0.054 0.44


(7)
14
Properties=species:S:1:pos:R:3:forces:R:3:nbo_charge:R:1 method="wB97M-V/def2-TZVPD" multiplicity=1 orbital_gap_ev=9.770 smiles="ClC[C@@H]1C=NNC1"
C 0.92242 0.71348 -0.38978 -0.440 0.215 0.507 -0.36
C -0.19311 0.35891 0.63169 0.302 0.492 -0.803 -0.32
C -1.50370 1.06663 0.30483 -0.132 0.699 -0.412 -0.25
C -0.68587 -1.04545 0.43842 0.257 -1.338 -0.013 0.00
H 0.59228 0.48166 -1.40480 0.069 0.062 0.150 0.22
H 1.19550 1.77305 -0.30418 -0.200 -0.305 -0.112 0.22
H 0.11751 0.59810 1.65221 0.204 -0.205 -0.219 0.23
H -1.96631 1.22203 1.30075 -0.493 0.025 -0.680 0.19
H -1.43606 2.01189 -0.27786 0.197 -0.389 0.774 0.21
H -3.18590 0.16698 -0.58429 0.127 -0.124 -0.072 0.37
H -0.12709 -1.93206 0.73115 -0.154 0.178 -0.033 0.21
N -2.17506 0.09904 -0.58467 -0.553 0.572 0.283 -0.46
N -1.76410 -1.17503 -0.23993 0.725 0.279 0.611 -0.20
Cl 2.42034 -0.19712 -0.07363 0.092 -0.161 0.019 -0.07


(8)
14
Properties=species:S:1:pos:R:3:forces:R:3:nbo_charge:R:1 method="wB97M-V/def2-TZVPD" multiplicity=1 orbital_gap_ev=8.882
C -0.58000 -1.23466 0.40099 -0.757 -1.524 2.567 -0.69
C 0.36034 -0.18022 -0.06439 0.667 -0.783 -3.027 0.12
C 1.01846 0.92605 0.71211 -1.889 5.625 0.460 -0.26
C 0.37433 1.81625 1.60577 0.477 -1.468 0.255 -0.14
H 0.00125 -2.40660 0.40411 -2.024 3.577 -0.278 0.25
H -1.55641 -1.14792 -0.33182 2.256 -0.689 2.198 0.23
H -0.84147 -0.98032 1.57926 0.203 -0.973 -3.192 0.25
H 1.70684 1.79980 0.17371 -1.317 -3.257 0.686 0.27
H 0.61320 2.87132 1.82243 0.829 -0.936 -0.747 0.22
H -0.85565 -1.49930 -2.10309 0.882 0.814 -0.442 0.36
H 0.05230 -0.47395 -3.39346 -0.284 -2.005 4.329 0.40
N 0.59359 -0.12522 -1.35461 -0.136 0.024 -0.504 -0.23
N 0.03921 -1.01961 -2.34909 0.394 2.410 -0.936 -0.67
Cl -0.92598 1.65439 2.89807 0.697 -0.814 -1.370 -0.08


(9)
15
Properties=species:S:1:pos:R:3:forces:R:3:nbo_charge:R:1 method="wB97M-V/def2-TZVPD" multiplicity=1 charge=+1 orbital_gap_ev="8.658 / 7.122"
C -0.86752 1.31395 -0.10186 0.701 0.198 2.428 -0.18
C 0.31469 1.33949 0.55836 -0.449 1.722 -0.307 -0.08
C 2.53249 0.52023 0.13424 -0.764 0.313 0.764 0.28
C -1.13123 0.10835 -0.99663 -2.192 0.634 0.259 -0.35
N 1.32518 0.43672 0.15782 -0.487 0.604 -0.025 -0.39
N -0.08978 -0.81537 -0.84884 0.402 -2.445 0.470 -0.22
N -0.36384 -1.58127 0.43145 -3.500 0.986 -1.271 -0.59
Cl 3.77663 -0.44114 -0.17183 1.173 -0.765 -0.599 0.22
H -1.58887 2.06451 0.28249 0.182 -0.678 -0.915 0.26
H 0.65050 2.12972 1.30989 -0.710 -1.225 -1.206 0.26
H -2.21273 -0.35109 -0.84400 1.966 0.895 -0.163 0.22
H -1.06296 0.38245 -2.02971 -0.301 0.453 -0.751 0.27
H -0.58008 -2.57899 0.30366 0.333 0.341 -0.279 0.44
H -1.18031 -1.12522 0.95221 1.459 -0.788 -0.460 0.42
H 0.47783 -1.40235 0.86275 2.188 -0.246 2.057 0.43


Let's list relative energy (zero: lowest compared OMol25 entry of this formula, charge and spin) in order: 2.335, 0.082, 1.072, 0.936, 3.945, 5.741, 1.636, 5.568, 5.463 eV.